ORCA calculation (ωB97M-V/def2-TZVPD) on C26H34N9O3S2Se2Tc as an isolated structure.

Computed properties:
Energy above the lowest of the compared OMol25 structures with the same formula, charge and spin = 0.0 kJ/mol
Multiplicity = 4
Net charge = -1
E = -7409.8456 Eh
Kohn-Sham gap (spin up / spin down) = 0.249 / 0.239 hartree

```
77
C26H34N9O3S2Se2Tc | OMol25 | ωB97M-V/def2-TZVPD
Tc 1.02387 -1.27098 -0.21931
S -1.06137 -2.05587 0.37905
C -0.76912 -3.15468 1.72469
C -1.87018 -3.75882 2.33081
C -1.70398 -4.61173 3.40469
C -0.42091 -4.88162 3.87569
C 0.67304 -4.29953 3.26688
C 0.52040 -3.42733 2.18549
S 1.93669 -2.70556 1.44941
H -2.86305 -3.54707 1.95319
H -2.56777 -5.06444 3.87429
H -0.27559 -5.54775 4.71643
H 1.67314 -4.50584 3.62763
O -0.92496 -1.80981 -4.13965
C 0.21541 -2.29070 -4.80779
C 1.56967 -1.74121 -4.31873
C 2.47313 -1.80041 -5.56932
O 3.85283 -1.56445 -5.33979
C 1.48943 -0.28441 -3.87650
Se 0.66284 0.26521 -2.18836
C 2.19928 -2.62645 -3.24258
Se 1.00866 -3.18477 -1.79975
H -0.80007 -2.00732 -3.19660
H 0.07305 -2.00905 -5.85574
H 0.26850 -3.39043 -4.78219
H 2.08443 -1.09877 -6.31946
H 2.42074 -2.80468 -5.99716
H 3.94400 -0.68037 -4.97090
H 0.95787 0.29609 -4.63387
H 2.50558 0.12072 -3.82709
H 3.10595 -2.17312 -2.84157
H 2.50864 -3.57710 -3.68677
C -2.39257 1.64615 0.99003
N -3.52146 2.58599 0.93965
C -2.99250 3.89167 0.53195
N -2.31536 3.84269 -0.76475
C -1.21732 2.86938 -0.65968
N -1.70522 1.53766 -0.29160
C -2.66766 1.09914 -1.29871
N -3.80417 2.02399 -1.41681
C -4.43996 2.12506 -0.10266
C -3.26922 3.34618 -1.75602
H -2.76574 0.65768 1.26990
H -1.67709 1.98377 1.74320
H -2.28091 4.23474 1.28613
H -3.82033 4.60497 0.47549
H -0.50712 3.20771 0.09880
H -0.70566 2.80067 -1.62163
H -3.04464 0.11082 -1.02086
H -2.15853 1.01522 -2.26054
H -4.82600 1.14178 0.17843
H -5.27937 2.82367 -0.16993
H -4.10043 4.05343 -1.83409
H -2.76964 3.28375 -2.72591
N 4.29290 0.43266 -1.00148
C 3.32835 0.88828 -0.15581
O 2.52938 0.03839 0.35347
C 3.25195 2.24225 0.18553
C 4.19383 3.14099 -0.36710
N 5.00807 3.79404 -0.86204
C 2.21563 2.71307 1.02370
N 1.37122 3.11226 1.70129
H 4.80477 1.09562 -1.56022
H 4.13396 -0.48317 -1.38697
N 0.12593 1.55148 6.48942
C 0.20840 0.97593 5.22529
C 1.43508 0.81129 4.58884
C 1.46361 0.23005 3.33592
N 0.38219 -0.19722 2.69135
C -0.77886 -0.06994 3.32066
C -0.92656 0.50095 4.57168
H 0.88009 2.18409 6.70593
H -0.77052 1.95716 6.70679
H 2.35304 1.15638 5.04676
H 2.40148 0.10510 2.80697
H -1.64557 -0.45083 2.79129
H -1.90765 0.57729 5.02320
```